# C18H38FeN6O3

C18H38FeN6O3 as an isolated structure in a non-equilibrium geometry (ωB97M-V/def2-TZVPD, OMol25).

XYZ file:
```
66
Properties=species:S:1:pos:R:3:forces:R:3:lowdin_spin:R:1
Fe 0.06158 0.26689 -0.08996 -0.6 -0.7 0.6 4.116
C -1.75855 0.73460 2.56490 0.0 0.0 0.1 0.005
O -1.66682 0.21036 1.22367 0.0 0.0 -0.1 0.064
C -2.62117 -0.81990 0.93300 0.0 0.0 0.0 0.003
C -2.81566 -0.79982 -0.56232 0.0 0.0 0.0 0.004
O -1.51262 -0.54969 -1.15421 0.0 0.0 -0.2 0.063
C -1.38723 -1.04064 -2.51519 0.0 0.0 0.0 0.005
C -0.11531 -0.45769 -3.07097 0.0 -0.1 -0.1 0.002
O 0.89548 -0.63100 -2.05883 -0.1 0.6 0.1 0.053
C 1.95331 0.33490 -2.15370 0.4 0.8 0.3 0.006
H -1.43213 -0.01291 3.28935 0.0 0.0 0.0 0.000
H -2.79016 1.01696 2.77075 0.0 0.0 0.0 0.001
H -1.12461 1.61538 2.60666 0.0 0.0 0.0 0.001
H -3.56724 -0.60876 1.43278 0.0 0.0 0.0 0.001
H -2.24719 -1.78110 1.29388 0.0 0.0 0.0 0.000
H -3.49022 -0.00485 -0.88019 0.0 0.0 0.0 0.001
H -3.19222 -1.75751 -0.92183 0.0 0.0 0.0 0.001
H -2.24592 -0.70438 -3.09712 0.0 0.0 0.0 0.001
H -1.37269 -2.13112 -2.48729 0.0 0.0 0.0 0.001
H -0.23150 0.60673 -3.29892 0.0 0.0 0.1 0.000
H 0.17927 -0.98407 -3.97952 0.0 0.0 0.0 0.001
H 2.36588 0.57961 -3.13287 -0.3 -0.7 -0.3 0.002
H 2.76266 -0.00522 -1.51270 0.0 0.0 0.0 0.000
H 1.54237 1.28994 -1.79348 0.3 0.1 0.0 0.003
C -2.19197 2.80298 -0.59630 0.0 0.0 0.0 0.003
N -0.99593 3.61059 -0.70209 0.0 -0.1 -0.1 0.016
C -1.05379 4.97823 -1.23695 0.0 0.0 0.0 0.002
C 0.37707 5.47738 -1.02536 0.0 0.0 0.0 0.003
N 1.05321 4.33733 -0.37043 0.0 0.1 0.1 0.017
C 2.49715 4.46805 -0.14301 0.0 0.0 -0.1 0.001
C 0.20832 3.31763 -0.20478 0.0 0.1 0.0 0.026
N 0.45263 2.11501 0.39616 0.2 -0.1 -0.5 0.170
C 1.69331 1.97636 1.17130 0.2 -0.4 0.3 0.021
C 1.68982 0.69984 2.01222 0.1 0.4 -0.2 0.028
N 1.30485 -0.47505 1.21853 -0.2 -0.1 -0.2 0.245
C 1.53760 -1.70792 1.77112 0.1 -0.1 0.2 0.031
N 1.14541 -2.83700 1.17584 -0.1 0.0 -0.1 0.028
C 0.43485 -2.98603 -0.07429 0.0 0.0 0.0 0.005
C 1.47643 -4.02820 1.96811 0.0 0.0 0.0 0.003
C 2.24344 -3.43696 3.14683 0.0 0.0 -0.1 0.004
N 2.14970 -1.97784 2.93167 0.0 0.1 0.1 0.024
C 2.89839 -1.16100 3.89856 0.0 0.0 0.0 0.002
H -3.00653 3.34674 -1.06867 0.0 0.0 0.0 0.000
H -2.46170 2.61360 0.44205 0.0 0.0 0.0 0.000
H -2.08041 1.85797 -1.13001 0.0 0.0 0.0 0.001
H -1.78584 5.56164 -0.67979 0.0 0.0 0.0 0.001
H -1.34678 4.96227 -2.28548 0.0 0.0 0.0 0.001
H 0.43116 6.35228 -0.37995 0.0 0.0 0.0 0.001
H 0.88306 5.70518 -1.96231 0.0 0.0 0.0 0.001
H 2.78266 5.45184 -0.50461 0.0 0.0 0.0 0.000
H 3.06520 3.73400 -0.71123 0.0 0.0 0.0 0.001
H 2.75879 4.42301 0.90938 0.0 0.0 0.0 0.000
H 1.84581 2.76649 1.90539 -0.2 0.3 -0.2 0.003
H 2.56227 1.93496 0.51050 0.0 0.1 0.1 0.003
H 1.01132 0.81055 2.86113 0.1 0.0 0.0 0.007
H 2.70829 0.64503 2.38370 0.0 -0.2 0.1 0.005
H 0.97064 -2.52017 -0.89672 0.0 0.0 0.0 0.002
H -0.58371 -2.59629 -0.00974 0.0 0.0 0.0 0.002
H 0.35880 -4.04968 -0.28789 0.0 0.0 0.0 0.001
H 2.07915 -4.71226 1.37302 0.0 0.0 0.0 0.001
H 0.56236 -4.53959 2.26985 0.0 0.0 0.0 0.001
H 3.29268 -3.73107 3.15451 0.0 0.0 0.0 0.001
H 1.80480 -3.68789 4.11054 0.0 0.0 0.0 0.001
H 3.19579 -1.82966 4.70142 0.0 0.0 0.0 0.000
H 2.28994 -0.37796 4.33902 0.0 0.0 0.0 0.001
H 3.80820 -0.74911 3.46446 0.0 0.0 0.0 0.001
```
Positions in Å, forces in eV/Å.

- <S²> = 8.76
- Kohn-Sham gap (alpha / beta) (Eh) = 0.3797 / 0.2272
- spin multiplicity = 6
- LUMO (alpha / beta) (eV) = -7.3 / -11.4
- molar mass (g/mol) = 442.386
- net charge = +3